{
  "formula": "C5H9N",
  "method": "ωB97M-V with the def2-TZVPD basis set",
  "symbols": ["C", "C", "C", "C", "C", "N", "H", "H", "H", "H", "H", "H", "H", "H", "H"],
  "xyz": [[-0.29276, 1.54837, -1.20183], [0.24904, 0.22482, -0.68821], [0.48524, 0.15369, 0.82617], [0.31225, -1.29908, 1.31308], [-0.91017, -1.85239, 0.71616], [-1.86204, -2.19760, 0.15718], [0.40566, 2.38039, -1.08127], [-0.53433, 1.45432, -2.26468], [-1.22187, 1.80215, -0.67924], [1.16986, -0.05893, -1.20883], [-0.49716, -0.52787, -0.95956], [1.48893, 0.50177, 1.10268], [-0.22411, 0.79523, 1.36301], [0.24259, -1.37905, 2.40224], [1.15916, -1.91680, 0.99031]],
  "atomic_forces_ev_per_a": [[0.00, 0.16, -0.05], [0.03, -0.01, -0.08], [-0.06, 0.01, 0.00], [0.01, -0.09, 0.03], [-0.84, -0.46, -0.29], [0.80, 0.14, 0.70], [-0.02, -0.05, 0.02], [0.06, 0.12, 0.10], [0.13, 0.00, -0.05], [-0.04, 0.10, -0.02], [0.23, 0.14, -0.02], [-0.20, -0.07, -0.10], [0.00, -0.12, -0.15], [0.06, 0.07, -0.14], [-0.16, 0.06, 0.03]],
  "energy_ha": -250.65691,
  "charge": 0,
  "e_homo_ev": -11.3,
  "relative_energy_kcal_mol": 6.3
}

=====

{
  "formula": "C5H9N",
  "method": "ωB97M-V with the def2-TZVPD basis set",
  "symbols": ["C", "C", "C", "N", "C", "C", "H", "H", "H", "H", "H", "H", "H", "H", "H"],
  "xyz": [[-0.81160, 1.19576, 0.81411], [-2.28833, -0.45193, -0.37958], [-1.34381, -0.17855, 0.51685], [1.37588, -1.17226, -1.14868], [2.37404, -0.82869, -0.06235], [1.83420, -0.00414, -1.10898], [-1.18504, 1.93973, 0.09901], [-1.04565, 1.54612, 1.83147], [-2.62333, -1.46936, -0.55990], [-2.73744, 0.31742, -1.00633], [-0.94606, -0.99033, 1.12895], [1.96989, -0.70650, 0.93620], [3.36448, -1.28420, -0.11092], [1.77201, 0.90322, -1.68321], [0.29074, 1.18370, 0.73336]],
  "atomic_forces_ev_per_a": [[0.39, 0.08, -0.16], [0.25, -0.02, 0.00], [-0.50, 0.10, 0.15], [0.13, 0.64, -0.12], [0.28, -0.03, 0.65], [-0.17, -0.76, -0.56], [0.01, -0.18, 0.16], [0.00, -0.23, -0.27], [0.05, 0.12, 0.11], [0.13, -0.04, 0.15], [0.00, 0.11, -0.19], [0.03, -0.16, 0.13], [-0.20, 0.14, -0.13], [-0.04, 0.14, -0.01], [-0.34, 0.09, 0.08]],
  "energy_ha": -250.55284,
  "charge": 0,
  "e_homo_ev": -9.5,
  "relative_energy_kcal_mol": 71.6
}

=====

{
  "formula": "C5H9N",
  "method": "ωB97M-V with the def2-TZVPD basis set",
  "symbols": ["C", "C", "C", "C", "C", "H", "H", "H", "H", "H", "H", "H", "H", "H", "N"],
  "xyz": [[0.98218, 0.56970, -0.22815], [1.10718, -0.87140, -0.20193], [-0.70127, -0.28415, 1.03755], [-0.47790, 0.84610, -0.05576], [-1.16726, -0.16806, -0.87628], [1.81891, 1.26318, -0.85663], [1.61321, 0.89202, 0.87196], [1.93701, -1.09102, 0.72004], [1.32537, -1.32444, -1.17757], [-1.82627, -0.22008, 0.98728], [-0.11886, -0.07611, 1.98740], [-0.67127, 1.95558, 0.38377], [-2.26059, -0.01085, -0.59475], [-1.11298, -0.27712, -2.03554], [-0.44747, -1.20336, 0.03862]],
  "atomic_forces_ev_per_a": [[6.15, 5.86, 2.60], [0.01, -2.39, 0.42], [-2.52, 4.57, 1.78], [1.76, 3.43, 3.34], [-1.28, -0.58, -2.67], [-2.94, -2.08, 0.62], [-2.20, -0.24, -2.61], [-2.87, -0.63, -2.76], [0.43, -0.14, 0.56], [0.89, -0.36, 2.44], [-0.79, -1.15, -0.95], [-0.24, -2.30, -2.02], [1.13, -1.23, -0.71], [0.39, 0.20, 2.06], [2.08, -2.94, -2.12]],
  "energy_ha": -250.46079,
  "charge": 0,
  "e_homo_ev": -8.7,
  "relative_energy_kcal_mol": 129.4
}

=====

{
  "formula": "C5H9N",
  "method": "ωB97M-V with the def2-TZVPD basis set",
  "symbols": ["C", "C", "C", "C", "C", "N", "H", "H", "H", "H", "H", "H", "H", "H", "H"],
  "xyz": [[0.35517, -2.12423, -0.08379], [-0.00172, -1.09166, -0.99206], [0.26455, -0.21495, 0.20281], [1.23077, 0.93510, 0.27677], [-1.26555, 0.65174, 0.76823], [0.59210, -1.46388, 0.98616], [0.25946, -3.29325, -0.10717], [0.56448, -0.97493, -1.89392], [-0.96952, -0.89375, -1.41114], [2.21445, 0.68682, -0.02737], [1.14123, 1.29001, 1.27331], [0.81915, 1.66911, -0.46272], [-1.62816, 1.39183, 0.00570], [-1.04297, 1.12310, 1.68702], [-1.90976, -0.18147, 0.94305]],
  "atomic_forces_ev_per_a": [[-0.79, -4.66, 1.77], [-0.44, 2.17, -2.29], [-2.31, 2.75, 2.11], [-1.46, -0.15, -1.85], [2.58, -2.07, -2.28], [-0.26, 0.83, -0.24], [0.56, 2.20, -0.19], [1.20, 0.13, -0.32], [-1.16, -0.80, 0.28], [1.17, -0.26, -0.03], [0.50, 0.67, 0.75], [0.55, -0.17, 0.79], [0.44, -0.95, 0.60], [0.34, 0.55, 0.91], [-0.93, -0.24, -0.02]],
  "energy_ha": -250.56375,
  "charge": 0,
  "e_homo_ev": -9.9,
  "relative_energy_kcal_mol": 64.8
}

=====

{
  "formula": "C5H9N",
  "method": "ωB97M-V with the def2-TZVPD basis set",
  "symbols": ["C", "C", "C", "C", "C", "N", "H", "H", "H", "H", "H", "H", "H", "H", "H"],
  "xyz": [[0.11147, -1.89246, -0.87989], [-0.78168, -0.72790, -0.38225], [-0.03621, 0.28112, 0.45250], [0.03929, 0.21589, 1.78094], [0.53799, 2.40688, -0.37648], [0.71411, 1.16997, -0.30445], [-0.20035, -2.82393, -0.41177], [0.00749, -2.02020, -1.95489], [1.15557, -1.70375, -0.65263], [-1.65417, -1.05347, 0.17039], [-1.17716, -0.20629, -1.25047], [-0.29795, -0.61713, 2.37944], [0.62735, 0.97665, 2.29114], [1.19882, 3.00108, -0.99150], [-0.24458, 2.99352, 0.12990]],
  "atomic_forces_ev_per_a": [[-0.52, 0.13, 0.14], [0.32, 0.17, -0.40], [-0.52, -0.65, 0.40], [0.66, 0.65, 0.13], [-0.30, 0.64, 0.20], [0.32, -0.02, -0.38], [0.17, -0.08, 0.07], [0.07, -0.03, -0.05], [0.10, -0.02, 0.01], [-0.02, -0.31, 0.21], [-0.05, 0.15, -0.12], [-0.43, 0.03, -0.19], [-0.03, -0.21, 0.04], [0.26, 0.01, -0.20], [-0.02, -0.46, 0.14]],
  "energy_ha": -250.61418,
  "charge": 0,
  "e_homo_ev": -8.7,
  "relative_energy_kcal_mol": 33.1
}

=====

{
  "formula": "C5H9N",
  "method": "ωB97M-V with the def2-TZVPD basis set",
  "symbols": ["C", "C", "C", "C", "C", "N", "H", "H", "H", "H", "H", "H", "H", "H", "H"],
  "xyz": [[-0.73588, -1.49160, 0.22424], [2.14801, 0.10819, -0.18550], [-0.39314, -0.04760, 0.16375], [-1.44078, 1.01322, 0.36785], [0.76263, 0.59482, 0.01389], [-2.15808, 1.51237, -0.59349], [-1.86411, 1.11663, -1.49274], [-1.78718, 1.08121, 1.41192], [0.42737, 1.74782, 0.07128], [-0.67520, -1.85962, 1.25257], [-0.06229, -2.08563, -0.39974], [-1.76280, -1.65041, -0.12208], [2.80591, 0.50544, 0.59354], [2.53072, 0.43978, -1.15525], [2.20484, -0.98461, -0.15025]],
  "atomic_forces_ev_per_a": [[-0.11, -0.29, -0.05], [0.20, 0.01, -0.04], [0.29, 1.37, 0.08], [-2.84, -1.94, -1.49], [-1.33, 2.29, 0.11], [0.93, -0.39, 1.79], [0.27, 0.22, 0.16], [0.17, 0.90, -0.31], [2.31, -2.19, -0.32], [-0.02, -0.06, -0.06], [-0.07, 0.02, 0.14], [0.19, -0.05, 0.02], [0.00, -0.04, -0.13], [0.08, -0.02, 0.11], [-0.07, 0.14, -0.01]],
  "energy_ha": -250.59839,
  "charge": 0,
  "e_homo_ev": -9.3,
  "relative_energy_kcal_mol": 43.0
}

=====

{
  "formula": "C5H9N",
  "method": "ωB97M-V with the def2-TZVPD basis set",
  "symbols": ["C", "C", "C", "C", "C", "N", "H", "H", "H", "H", "H", "H", "H", "H", "H"],
  "xyz": [[-0.08557, 1.88419, 0.63942], [0.31292, 1.14853, -0.74768], [0.02765, -0.36042, -0.02727], [-1.31548, -0.84962, -0.29474], [1.19167, -1.22166, 0.37515], [-0.30948, 1.00907, 1.51153], [-0.10701, 2.87138, 0.88504], [-0.38746, 1.53726, -1.61112], [1.24475, 1.31778, -1.12950], [-1.70464, -1.40556, 0.57426], [-1.33206, -1.62193, -1.19600], [-2.01772, -0.02321, -0.41318], [2.11677, -0.58635, 0.26431], [1.32079, -2.09686, -0.26183], [1.04489, -1.60259, 1.43162]],
  "atomic_forces_ev_per_a": [[1.43, -4.19, -2.97], [-4.57, 0.51, 2.07], [0.25, 4.96, 1.77], [-1.06, -2.30, -0.80], [0.38, 0.74, 0.48], [0.27, -2.90, -1.76], [-0.09, 3.16, 0.26], [0.87, -1.39, 1.52], [2.84, 0.27, -0.53], [0.27, -0.07, -0.25], [-0.05, 1.70, 1.51], [0.12, -0.16, -0.48], [-0.80, -0.86, 0.55], [-0.15, -0.05, -0.21], [0.29, 0.59, -1.16]],
  "energy_ha": -250.52389,
  "charge": 0,
  "e_homo_ev": [-8.0, -8.0],
  "relative_energy_kcal_mol": 89.8
}

=====

{
  "formula": "C5H9N",
  "method": "ωB97M-V with the def2-TZVPD basis set",
  "symbols": ["C", "N", "C", "C", "C", "C", "H", "H", "H", "H", "H", "H", "H", "H", "H"],
  "xyz": [[-1.22127, -0.36114, 1.74559], [0.22720, 1.83497, 0.08684], [0.06474, 0.43605, -0.27260], [-0.63981, -0.49040, 0.38932], [1.30213, -1.11319, -1.64142], [0.77495, 0.12263, -1.45602], [-0.88528, -1.33875, 2.23053], [-0.87969, 0.47509, 2.36833], [-2.30512, -0.39538, 1.70770], [-0.43269, 2.25368, 0.66173], [0.81849, 2.28906, -0.55353], [-0.61346, -1.56745, 0.12529], [1.10553, -1.68379, -0.75686], [2.01053, -1.33873, -2.43722], [0.67375, 0.87735, -2.19768]],
  "atomic_forces_ev_per_a": [[0.39, -1.39, 0.93], [0.32, -4.07, -0.61], [-1.14, 1.62, 1.85], [0.54, -0.22, 0.46], [0.09, 2.58, 0.28], [0.74, -2.43, -1.72], [-0.62, 1.36, 0.02], [-0.06, -0.09, -0.31], [-0.28, 0.12, 0.23], [-0.96, 1.10, 0.74], [0.23, 1.18, -0.29], [-0.09, 1.12, -0.68], [0.77, -1.07, -0.10], [-0.66, -0.38, 0.07], [0.74, 0.57, -0.86]],
  "energy_ha": -250.59662,
  "charge": 0,
  "e_homo_ev": -7.8,
  "relative_energy_kcal_mol": 44.1
}

=====

{
  "formula": "C5H9N",
  "method": "ωB97M-V with the def2-TZVPD basis set",
  "symbols": ["C", "C", "C", "C", "C", "N", "H", "H", "H", "H", "H", "H", "H", "H", "H"],
  "xyz": [[-1.90244, -0.68295, -1.42219], [0.20268, 1.18850, -0.98052], [0.59078, -0.02193, -0.75138], [0.59744, 0.18900, 1.86136], [0.50806, -0.66907, 0.59119], [-1.64358, -1.72389, -1.00391], [-1.88693, 0.29030, -1.85226], [-0.07693, 1.79458, -0.24381], [0.11779, 1.68188, -2.02994], [0.84921, -0.70989, -1.54132], [1.33425, 0.99229, 1.65762], [0.74939, -0.21840, 2.78485], [-0.36054, 0.65889, 1.79938], [-0.41653, -1.44151, 0.49372], [1.33736, -1.32780, 0.63720]],
  "atomic_forces_ev_per_a": [[0.30, -0.93, -0.15], [0.56, 1.07, -5.10], [0.33, -1.45, 0.94], [-0.86, 2.21, -4.16], [-0.50, -2.42, 0.36], [-1.23, 0.29, -0.53], [-0.50, 0.02, -0.01], [-1.14, 2.47, 3.06], [0.42, -1.11, 1.76], [0.13, 0.04, -0.24], [-0.21, -0.43, 0.35], [0.40, -1.61, 2.08], [-0.74, 0.90, 0.95], [2.08, 1.98, 0.81], [0.96, -1.03, -0.13]],
  "energy_ha": -250.56112,
  "charge": 0,
  "e_homo_ev": -9.8,
  "relative_energy_kcal_mol": 66.4
}

=====

{
  "formula": "C5H9N",
  "method": "ωB97M-V with the def2-TZVPD basis set",
  "symbols": ["C", "C", "C", "C", "C", "N", "H", "H", "H", "H", "H", "H", "H", "H", "H"],
  "xyz": [[0.19271, 1.72058, -1.54152], [-0.00108, 0.10638, 1.55034], [-0.69467, -2.21255, 0.58095], [0.21435, 0.41870, -1.80956], [0.14666, -1.15277, 0.67656], [0.13195, 2.94342, -1.56610], [0.71318, 0.81228, 1.24634], [-0.94576, 0.54298, 1.14184], [-0.18666, 0.11065, 2.53060], [0.50940, 3.43089, -0.76290], [-1.56739, -2.12452, 1.20453], [-0.41686, -3.21356, 0.16535], [1.16610, 0.11920, -2.21756], [-0.30230, -0.27602, -1.36394], [1.04038, -1.22567, 0.16506]],
  "atomic_forces_ev_per_a": [[-0.40, -0.60, -0.74], [-2.20, -0.45, -5.69], [1.31, 0.82, 0.97], [3.45, 4.82, -1.63], [-1.54, -1.60, 2.00], [-0.22, -0.55, 0.15], [1.28, 0.88, 0.00], [0.37, 0.09, 0.29], [-0.10, -0.87, 3.96], [0.18, 0.07, 0.12], [-0.57, -0.45, -0.07], [-0.38, 1.34, -0.03], [0.15, -0.19, -0.37], [-3.22, -3.25, 2.02], [1.90, -0.05, -0.98]],
  "energy_ha": -250.54116,
  "charge": 0,
  "e_homo_ev": -9.0,
  "relative_energy_kcal_mol": 78.9
}

=====

{
  "formula": "C5H9N",
  "method": "ωB97M-V with the def2-TZVPD basis set",
  "symbols": ["C", "C", "C", "N", "C", "C", "H", "H", "H", "H", "H", "H", "H", "H", "H"],
  "xyz": [[-1.08886, 0.81109, 1.09960], [-1.58354, 0.44683, -0.26687], [-0.52584, -0.39032, 0.39352], [0.80845, -0.36955, -0.20958], [1.86861, -0.71333, 0.52022], [0.85154, -0.05040, -1.51351], [-0.47306, 1.69967, 1.20681], [-1.75198, 0.60528, 1.93394], [-2.56866, 0.01733, -0.40665], [-1.25817, 1.09413, -1.07589], [-0.76065, -1.36323, 0.81876], [1.86598, -0.60523, 1.59777], [2.76484, -0.97741, -0.02730], [0.02888, -0.37897, -2.13777], [1.82247, 0.17412, -1.93305]],
  "atomic_forces_ev_per_a": [[0.02, 0.12, 0.16], [-0.18, -0.05, -0.07], [-0.10, -0.10, -0.04], [0.13, 0.03, -0.13], [-0.02, 0.15, -0.02], [0.23, -0.24, -0.08], [-0.07, -0.17, -0.11], [0.24, 0.02, -0.01], [0.07, 0.04, 0.18], [-0.04, -0.23, 0.20], [-0.05, 0.19, -0.23], [-0.22, -0.03, -0.20], [-0.09, 0.15, 0.18], [0.10, 0.33, 0.13], [-0.02, -0.22, 0.03]],
  "energy_ha": -250.53768,
  "charge": 0,
  "e_homo_ev": -6.7,
  "relative_energy_kcal_mol": 81.1
}

=====

{
  "formula": "C5H9N",
  "method": "ωB97M-V with the def2-TZVPD basis set",
  "symbols": ["C", "C", "C", "C", "C", "H", "H", "H", "H", "H", "H", "H", "H", "H", "N"],
  "xyz": [[-1.44690, 0.89929, -0.13243], [-1.95523, -0.60563, -0.21920], [-0.60973, -0.24839, 0.47733], [1.78434, -0.72458, -0.10264], [1.73198, 0.65809, 0.04091], [-2.08671, 1.45666, 0.37129], [-0.92291, 1.42240, -1.15702], [-1.70198, -1.15040, -1.07692], [-2.57959, -1.16946, 0.35371], [-0.23831, -0.47424, 1.47715], [1.60682, -1.45519, 0.63583], [2.17809, -1.09779, -0.93617], [2.35729, 1.60952, -0.36076], [1.34645, 0.99828, 1.12059], [0.53639, -0.11859, -0.49168]],
  "atomic_forces_ev_per_a": [[1.93, -3.11, -3.35], [4.91, 2.08, -0.71], [0.69, 2.52, -2.85], [-1.59, -2.02, 0.95], [-1.94, 5.45, 3.87], [-2.48, 2.75, 2.48], [-1.84, -1.82, 3.24], [0.05, -0.37, -1.58], [-2.33, -0.38, 1.91], [-0.81, 0.35, 0.22], [0.74, -0.51, 1.45], [2.31, -1.65, -3.08], [-1.68, -2.86, -0.03], [1.43, -0.63, -2.04], [0.61, 0.19, -0.50]],
  "energy_ha": -250.46851,
  "charge": 0,
  "e_homo_ev": -9.0,
  "relative_energy_kcal_mol": 124.5
}